Arrangement 1

Molecular formula: C5H11NO2
Method: DFT, ωB97M-V with the def2-TZVPD basis set

Last column: natural (NBO) charge in e.
Geometry (Å):
C: 1.3852 1.6963 1.1979  -0.4286
N: 0.2598 1.9152 0.2660  -0.6230
C: -0.6839 0.8819 0.2264  0.6926
O: -1.7602 1.0900 -0.3063  -0.6172
C: -0.3783 -0.4876 0.7665  -0.5538
C: 0.4929 -1.2266 -0.3087  0.1144
C: 0.2319 -2.7624 -0.3557  -0.6356
O: 0.1271 -0.7756 -1.5944  -0.7248
H: 1.1298 1.5034 2.2357  0.1910
H: 2.0545 2.5736 1.1094  0.2121
H: 1.9405 0.9030 0.6913  0.2045
H: -0.1400 2.8383 0.2001  0.4001
H: -1.3180 -1.0479 0.8602  0.2401
H: 0.0102 -0.6119 1.7784  0.2327
H: 1.5618 -1.0527 -0.2198  0.1814
H: 0.0655 -3.2630 0.6193  0.2001
H: -0.6209 -3.0642 -0.9329  0.2166
H: 1.1296 -3.3026 -0.6592  0.2173
H: -0.8240 -0.7449 -1.7328  0.4802

Calculated values
SMILES string   CNC(=O)C[C@@H](C)O
E_HOMO   -9.62 eV

---

Arrangement 2

Molecular formula: C5H11NO2
Method: DFT, ωB97M-V with the def2-TZVPD basis set

Last column: natural (NBO) charge in e.
Geometry (Å):
H: 2.8867 0.8889 -0.1003  0.3437
N: 2.4717 0.7289 -1.0165  -0.6762
C: 1.3499 0.1516 -0.9669  0.5772
C: 0.6532 -0.2394 -2.2340  -0.6958
O: 0.7873 -0.2284 0.2059  -0.6009
C: -0.7448 -0.0942 0.4637  0.3827
C: -1.3992 0.9568 0.0113  -0.5015
C: -1.2844 -1.3687 1.0015  -0.6834
H: 0.1801 -1.2162 -2.1254  0.2214
H: 1.3631 -0.2289 -3.0549  0.2457
H: -0.1285 0.4808 -2.4802  0.2323
H: -2.4735 0.9265 -0.0708  0.2249
H: -0.8976 1.8252 -0.3860  0.2182
H: -1.3596 -2.1116 0.2021  0.2255
H: -0.6014 -1.7641 1.7553  0.2458
H: -2.2612 -1.2252 1.4631  0.2357
O: 0.3126 0.6153 2.7049  -0.9564
H: 0.9022 0.3279 1.9652  0.4907
H: 0.2434 1.5747 2.6621  0.4705

Calculated values
SMILES string   [H]/N=C(/C)OC(=C)C.O
E_HOMO   -9.76 eV

---

Arrangement 3

Molecular formula: C5H11NO2
Method: DFT, ωB97M-V with the def2-TZVPD basis set

Last column: natural (NBO) charge in e.
Geometry (Å):
O: -1.7572 -0.6689 -1.5116  -0.4339
C: -0.9593 -1.5722 -1.5630  0.3103
C: 0.1722 -1.6952 -0.6303  0.0426
C: 0.3354 -0.7353 0.3926  -0.5787
C: 1.3627 0.4073 0.5082  -0.3696
C: 0.1289 2.2855 -0.3251  -0.4651
N: 1.5147 1.8311 -0.4128  -0.5303
H: -1.1001 -2.3369 -2.3428  0.1379
H: -0.3154 2.1767 0.6659  0.1957
H: 0.8023 -2.5797 -0.7012  0.2024
H: -0.6915 -0.3607 0.4662  0.3124
H: 0.3427 -1.2123 1.4557  0.3956
H: 1.6064 0.7618 -0.7166  0.3801
H: 2.3563 0.0162 0.7367  0.2294
H: -0.5289 1.7966 -1.0417  0.1883
H: 0.0308 3.3503 -0.5359  0.2146
H: 1.0897 0.7854 1.4908  0.2871
H: -1.1430 -0.5426 3.4348  0.4396
O: -0.7198 -0.1782 2.6468  -0.9586

Calculated values
E_HOMO   -8.78 eV

---

On energetic grounds, arrangement 1 is preferred over the next structure by 101.2 kJ/mol.

---

Arrangement 1

Molecular formula: C5H11NO2
Method: DFT, ωB97M-V with the def2-TZVPD basis set

Last column: natural (NBO) charge in e.
Geometry (Å):
C: -2.8868 0.4064 0.9501  -0.4928
N: -3.4020 -0.3098 -0.2961  0.5315
O: -2.8988 0.0412 -1.3558  -0.3685
O: -4.1763 -1.2333 -0.0817  -0.3709
H: -2.9498 -0.3024 1.8087  0.2329
H: -1.8842 0.7491 0.8172  0.2351
H: -3.5877 1.2769 1.0939  0.2333
C: 0.1285 -0.4329 -0.7426  -0.4493
C: 1.3203 -0.1159 -0.2341  0.0673
C: 2.0399 1.2224 -0.6008  -0.6439
C: 2.1003 -1.0835 0.6308  -0.6683
H: -0.4833 -1.2670 -0.3996  0.1938
H: -0.3461 0.3880 -1.1520  0.1961
H: 3.0493 1.0935 -0.6937  0.2102
H: 1.9126 1.9433 0.2782  0.2094
H: 1.5615 1.7697 -1.4842  0.2202
H: 1.2734 -1.7179 0.9977  0.2118
H: 2.4086 -0.5470 1.4921  0.2186
H: 2.7445 -1.6862 -0.0135  0.2334

Calculated values
SMILES string   C[N+](=O)[O-].C=C(C)C
E_HOMO   -9.43 eV

---

Arrangement 2

Molecular formula: C5H11NO2
Method: DFT, ωB97M-V with the def2-TZVPD basis set

Last column: natural (NBO) charge in e.
Geometry (Å):
O: -2.0361 2.6536 -1.0263  -0.5184
C: -1.9890 2.1497 0.0644  0.4287
C: -1.8939 0.5939 0.0043  -0.4863
C: -0.8936 0.0689 0.8724  -0.4075
C: 0.4566 0.2262 0.2152  -0.2471
N: 0.7343 -1.1586 -0.0428  -0.6627
C: 2.2393 -1.5039 -0.0554  0.1175
O: 2.6656 -1.1845 -1.3198  -0.7692
H: -2.2812 2.6515 0.9821  0.1240
H: -2.9026 0.3302 0.3439  0.2167
H: -1.8153 0.2566 -1.0465  0.2137
H: -1.0109 -0.9848 1.2437  0.2446
H: -0.9407 0.7787 1.7894  0.1831
H: 1.1622 0.7104 0.9343  0.1910
H: 0.6131 0.8625 -0.6624  0.1911
H: 0.2637 -1.4063 -0.8878  0.3541
H: 2.3780 -2.5576 0.2085  0.1524
H: 2.8805 -0.9031 0.5810  0.1815
H: 2.3701 -1.5834 -2.1983  0.4929

Calculated values
SMILES string   O=CCCCNCO
E_HOMO   -8.60 eV

---

On energetic grounds, arrangement 2 is preferred over the next structure by 144.9 kJ/mol.

---

Arrangement 1

Molecular formula: C2H2BrO2S2
Method: DFT, ωB97M-V with the def2-TZVPD basis set

Last column: natural (NBO) charge in e.
Geometry (Å):
C: -0.4049 0.7623 -0.1007  0.7059
C: -0.4967 -0.7522 -0.3819  -0.4717
O: 0.7286 1.2004 -0.3151  -0.6379
O: -1.4004 1.3942 0.3148  -0.6668
S: 0.7319 -1.4960 -1.0739  -0.0366
S: -1.9889 -1.3366 0.0649  -0.1959
Br: 3.0470 -0.1212 1.1003  -0.3722
H: 1.9110 -0.1599 0.1364  0.2500
H: -2.1276 0.5092 0.2552  0.4251

Calculated values
Total charge   -1
E_HOMO   -4.52 eV

---

Arrangement 2

Molecular formula: C2H2BrO2S2
Method: DFT, ωB97M-V with the def2-TZVPD basis set

Last column: natural (NBO) charge in e.
Geometry (Å):
O: 2.0783 -0.6173 1.1440  -0.7313
C: 1.7289 0.3719 0.5145  0.7449
O: 1.7751 1.5806 0.7420  -0.7317
C: 1.0713 -0.0281 -0.9414  -0.3936
S: -0.5789 1.0180 -1.2113  -0.1199
S: 0.7335 -1.7620 -1.1825  -0.0118
Br: 2.4527 0.5018 -2.4209  -0.0801
H: -0.5847 1.9802 -0.1952  0.1678
H: 0.8198 -2.1349 0.0474  0.1557

Calculated values
SMILES string   O=C([O-])C(S)(S)Br
Total charge   -1
E_HOMO   -5.06 eV

---

On energetic grounds, arrangement 1 is preferred over the next structure by 47.6 kJ/mol.